{
  "formula": "C22H17AsO5Ti",
  "method": "ωB97M-V/def2-TZVPD",
  "symbols": ["Ti", "O", "C", "C", "O", "C", "O", "C", "O", "H", "H", "O", "As", "C", "C", "C", "C", "C", "C", "C", "C", "C", "C", "C", "C", "C", "C", "C", "C", "C", "C", "H", "H", "H", "H", "H", "H", "H", "H", "H", "H", "H", "H", "H", "H", "H"],
  "coordinates": [[1.846, -1.099, -2.017], [2.437, -3.997, -0.687], [2.318, -2.997, -1.261], [2.162, 0.476, -3.416], [2.429, 1.250, -4.240], [1.021, -2.217, -3.626], [0.492, -2.830, -4.458], [3.758, -0.650, -1.360], [4.838, -0.433, -0.988], [4.270, -2.856, -4.258], [4.262, -2.223, -4.666], [0.606, -0.412, -0.796], [-0.415, 0.292, 0.471], [-2.175, -0.226, -0.032], [-3.266, -0.325, 0.851], [-4.505, -0.767, 0.357], [-4.655, -1.103, -0.996], [-3.562, -0.985, -1.864], [-2.332, -0.523, -1.391], [0.189, -0.653, 2.010], [1.397, -0.256, 2.597], [1.855, -0.910, 3.746], [1.119, -1.957, 4.317], [-0.036, -2.409, 3.663], [-0.494, -1.779, 2.496], [-0.106, 2.165, 0.226], [1.180, 2.706, 0.369], [1.359, 4.095, 0.342], [0.289, 4.955, 0.099], [-0.975, 4.403, -0.128], [-1.182, 3.016, -0.063], [-3.141, -0.078, 1.910], [-5.356, -0.856, 1.036], [-5.622, -1.449, -1.373], [-3.657, -1.257, -2.916], [-1.485, -0.415, -2.070], [1.981, 0.548, 2.146], [2.803, -0.608, 4.190], [1.452, -2.428, 5.248], [-0.575, -3.270, 4.055], [-1.354, -2.176, 1.951], [2.037, 2.048, 0.510], [2.350, 4.509, 0.515], [0.431, 6.038, 0.087], [-1.814, 5.053, -0.352], [-2.173, 2.592, -0.231]],
  "s_squared": 0.757,
  "charge": 3,
  "homo_energy_ev": [-17.7, -17.7],
  "spin_multiplicity": 2
}


{
  "formula": "C22H17Cl2IN3O10SZr",
  "method": "ωB97M-V/def2-TZVPD",
  "symbols": ["Zr", "C", "C", "N", "C", "C", "C", "O", "C", "C", "N", "C", "C", "C", "C", "C", "C", "I", "C", "O", "H", "H", "H", "H", "H", "H", "H", "H", "H", "H", "H", "H", "Cl", "C", "Cl", "H", "H", "O", "S", "O", "O", "O", "O", "C", "O", "C", "C", "C", "N", "C", "C", "C", "O", "O", "H", "H", "H"],
  "coordinates": [[0.536, -1.265, -0.719], [-0.751, -4.695, 2.044], [-1.444, -3.383, 2.255], [-2.591, -3.361, 2.899], [-3.268, -2.201, 3.029], [-2.808, -1.006, 2.542], [-3.624, 0.255, 2.644], [-4.791, 0.017, 3.415], [-1.564, -0.998, 1.880], [-0.878, 0.256, 1.579], [0.255, 0.285, 0.975], [1.142, 1.390, 1.148], [0.772, 2.684, 0.829], [1.666, 3.731, 1.014], [2.915, 3.483, 1.554], [3.297, 2.184, 1.873], [2.428, 1.132, 1.654], [3.071, -0.835, 2.059], [-0.882, -2.212, 1.690], [0.269, -2.272, 1.051], [-1.228, -5.457, 2.657], [-0.816, -4.970, 0.991], [0.310, -4.621, 2.291], [-4.217, -2.253, 3.542], [-3.032, 1.054, 3.107], [-3.890, 0.582, 1.633], [-5.379, 0.767, 3.306], [-1.251, 1.166, 2.049], [-0.200, 2.861, 0.384], [1.385, 4.733, 0.717], [3.608, 4.297, 1.715], [4.277, 1.990, 2.287], [2.868, -2.029, -3.354], [3.517, -2.860, -1.944], [2.229, -3.440, -0.822], [4.134, -2.171, -1.380], [4.050, -3.740, -2.277], [-0.834, -3.721, -1.087], [-1.305, -2.604, -1.897], [-2.364, -2.824, -2.820], [-0.017, -2.043, -2.554], [-1.573, -1.435, -0.912], [0.622, 5.251, -3.669], [-0.125, 4.365, -4.130], [-0.935, 4.371, -5.074], [-0.032, 3.036, -3.372], [-1.166, 2.269, -3.132], [-1.084, 1.137, -2.346], [0.074, 0.718, -1.821], [1.185, 1.428, -2.102], [1.173, 2.585, -2.841], [2.458, 0.900, -1.482], [3.475, 1.537, -1.438], [2.306, -0.319, -0.971], [-2.107, 2.569, -3.573], [-1.951, 0.534, -2.114], [2.085, 3.147, -2.983]],
  "charge": -1,
  "de_lowest_kcal_mol": 16.6,
  "homo_energy_ev": -5.7
}


{
  "formula": "C22H17F5N3ORuTe4",
  "method": "ωB97M-V/def2-TZVPD",
  "symbols": ["Ru", "C", "C", "N", "C", "C", "C", "C", "C", "C", "C", "C", "C", "N", "C", "H", "H", "H", "H", "H", "H", "H", "H", "Te", "Te", "Te", "Te", "F", "C", "C", "F", "C", "F", "C", "O", "C", "F", "C", "F", "C", "C", "C", "C", "N", "H", "H", "H", "H", "H", "H", "H", "H", "H"],
  "coordinates": [[-0.367, -0.877, -0.971], [3.655, -2.072, -2.023], [2.284, -2.186, -2.107], [1.447, -1.116, -1.991], [2.019, 0.127, -1.856], [3.424, 0.323, -1.792], [4.247, -0.826, -1.860], [3.891, 1.634, -1.618], [3.029, 2.710, -1.543], [1.638, 2.545, -1.626], [0.694, 3.594, -1.560], [-0.656, 3.288, -1.668], [-1.064, 1.975, -1.821], [-0.200, 0.948, -1.861], [1.135, 1.224, -1.774], [4.248, -2.973, -2.108], [1.818, -3.152, -2.303], [5.322, -0.721, -1.789], [4.958, 1.791, -1.520], [3.422, 3.709, -1.406], [1.035, 4.617, -1.447], [-1.407, 4.068, -1.660], [-2.110, 1.724, -1.934], [-1.621, -2.636, -2.319], [-2.659, -4.946, -3.291], [-0.896, -5.826, 0.307], [-0.604, -3.122, 0.048], [-5.779, 1.452, 3.457], [-5.048, 0.979, 2.416], [-4.356, -0.221, 2.542], [-4.402, -0.878, 3.720], [-3.622, -0.698, 1.482], [-2.954, -1.876, 1.588], [-3.509, -0.021, 0.231], [-2.802, -0.481, -0.709], [-4.254, 1.190, 0.155], [-4.254, 1.906, -0.998], [-4.993, 1.673, 1.213], [-5.674, 2.836, 1.079], [0.126, -1.049, 3.152], [0.768, -0.694, 1.797], [1.873, -1.726, 1.480], [1.410, 0.709, 1.857], [-0.230, -0.710, 0.833], [0.877, -1.205, 3.927], [-0.460, -1.965, 3.041], [-0.558, -0.254, 3.455], [2.831, -1.436, 1.913], [2.011, -1.795, 0.398], [1.622, -2.716, 1.866], [2.133, 0.775, 2.669], [0.640, 1.465, 2.013], [1.923, 0.920, 0.916]],
  "s_squared": 1.082,
  "charge": -2,
  "de_lowest_kcal_mol": 131.0,
  "homo_energy_ev": [-0.3, -0.3],
  "spin_multiplicity": 2
}


{
  "formula": "C22H17HgIN6S",
  "method": "ωB97M-V/def2-TZVPD",
  "symbols": ["Hg", "C", "C", "N", "N", "C", "N", "S", "C", "C", "C", "C", "C", "N", "H", "H", "H", "H", "H", "H", "H", "H", "H", "I", "C", "C", "C", "C", "N", "C", "H", "H", "H", "H", "N", "C", "C", "C", "C", "C", "C", "C", "C", "C", "H", "H", "H", "H"],
  "coordinates": [[-0.079, -0.061, 0.092], [0.212, -4.448, -1.774], [-0.225, -3.198, -1.054], [0.504, -2.084, -1.083], [1.638, -2.110, -1.829], [2.351, -1.045, -1.905], [3.544, -1.142, -2.616], [2.044, 0.516, -1.198], [-1.439, -3.211, -0.314], [-2.235, -4.384, -0.204], [-3.400, -4.362, 0.514], [-3.801, -3.169, 1.140], [-2.976, -2.065, 1.001], [-1.844, -2.058, 0.312], [1.130, -4.240, -2.314], [-0.550, -4.784, -2.482], [0.397, -5.259, -1.064], [3.596, -1.957, -3.208], [3.851, -0.285, -3.045], [-1.910, -5.298, -0.682], [-4.006, -5.256, 0.609], [-4.715, -3.105, 1.716], [-3.235, -1.125, 1.476], [-1.294, 6.342, 2.636], [0.164, 5.232, 1.592], [1.388, 5.797, 1.281], [2.293, 5.007, 0.586], [1.929, 3.716, 0.235], [0.751, 3.180, 0.546], [-0.117, 3.929, 1.219], [1.636, 6.810, 1.564], [3.268, 5.395, 0.322], [2.605, 3.075, -0.319], [-1.058, 3.454, 1.469], [-7.367, 2.730, 6.472], [-6.523, 2.463, 5.737], [-5.474, 2.125, 4.836], [-4.806, 0.902, 4.961], [-3.773, 0.581, 4.108], [-3.361, 1.477, 3.110], [-4.044, 2.693, 2.983], [-5.088, 3.011, 3.825], [-2.287, 1.138, 2.240], [-1.367, 0.864, 1.495], [-5.113, 0.211, 5.736], [-3.262, -0.367, 4.208], [-3.744, 3.391, 2.213], [-5.619, 3.947, 3.709]],
  "s_squared": 0.771,
  "charge": -1,
  "de_lowest_kcal_mol": 0.0,
  "homo_energy_ev": [-1.9, -4.4],
  "spin_multiplicity": 2
}


{
  "formula": "C22H17N3O4",
  "method": "ωB97M-V/def2-TZVPD",
  "symbols": ["N", "C", "C", "C", "C", "C", "C", "C", "C", "C", "C", "C", "N", "C", "O", "C", "C", "C", "C", "C", "C", "C", "C", "C", "O", "C", "O", "O", "N", "H", "H", "H", "H", "H", "H", "H", "H", "H", "H", "H", "H", "H", "H", "H", "H", "H"],
  "coordinates": [[1.068, 3.539, -4.731], [0.165, 3.223, -3.993], [-0.832, 2.832, -3.141], [-1.729, 3.776, -2.708], [-2.606, 3.391, -1.743], [-2.721, 2.094, -1.225], [-1.923, 1.070, -1.724], [-0.921, 1.489, -2.669], [-0.037, 0.415, -3.239], [-0.910, -0.752, -3.949], [-0.532, -2.118, -3.300], [0.269, -1.812, -2.111], [0.684, -0.466, -2.252], [1.411, 0.181, -1.286], [1.884, 1.263, -1.574], [1.764, -0.336, 0.064], [1.758, 0.523, 1.207], [1.868, -0.215, 2.396], [1.896, 0.251, 3.812], [2.269, 1.606, 4.085], [2.565, 2.088, 5.403], [2.505, 1.136, 6.430], [2.092, -0.181, 6.230], [1.754, -0.618, 4.974], [2.238, -1.055, 7.289], [2.663, -0.111, 8.321], [2.954, 1.177, 7.770], [1.719, -1.575, 2.013], [1.859, -1.577, 0.544], [-1.853, 4.678, -3.254], [-3.376, 4.137, -1.567], [-3.444, 1.985, -0.392], [-2.087, 0.124, -1.230], [0.661, 0.748, -3.977], [-1.981, -0.489, -3.712], [-0.822, -0.691, -5.051], [-1.332, -2.698, -2.917], [0.182, -2.738, -3.872], [-0.311, -1.947, -1.224], [1.118, -2.506, -2.106], [1.668, 1.580, 1.310], [2.540, 2.216, 3.316], [3.041, 2.988, 5.542], [1.689, -1.753, 4.764], [3.665, -0.466, 8.791], [1.809, -0.063, 9.026]],
  "de_lowest_kcal_mol": 149.1,
  "homo_energy_ev": -8.3
}


Copy entry 3 word for word.
{
  "formula": "C22H17F5N3ORuTe4",
  "method": "ωB97M-V/def2-TZVPD",
  "symbols": ["Ru", "C", "C", "N", "C", "C", "C", "C", "C", "C", "C", "C", "C", "N", "C", "H", "H", "H", "H", "H", "H", "H", "H", "Te", "Te", "Te", "Te", "F", "C", "C", "F", "C", "F", "C", "O", "C", "F", "C", "F", "C", "C", "C", "C", "N", "H", "H", "H", "H", "H", "H", "H", "H", "H"],
  "coordinates": [[-0.367, -0.877, -0.971], [3.655, -2.072, -2.023], [2.284, -2.186, -2.107], [1.447, -1.116, -1.991], [2.019, 0.127, -1.856], [3.424, 0.323, -1.792], [4.247, -0.826, -1.860], [3.891, 1.634, -1.618], [3.029, 2.710, -1.543], [1.638, 2.545, -1.626], [0.694, 3.594, -1.560], [-0.656, 3.288, -1.668], [-1.064, 1.975, -1.821], [-0.200, 0.948, -1.861], [1.135, 1.224, -1.774], [4.248, -2.973, -2.108], [1.818, -3.152, -2.303], [5.322, -0.721, -1.789], [4.958, 1.791, -1.520], [3.422, 3.709, -1.406], [1.035, 4.617, -1.447], [-1.407, 4.068, -1.660], [-2.110, 1.724, -1.934], [-1.621, -2.636, -2.319], [-2.659, -4.946, -3.291], [-0.896, -5.826, 0.307], [-0.604, -3.122, 0.048], [-5.779, 1.452, 3.457], [-5.048, 0.979, 2.416], [-4.356, -0.221, 2.542], [-4.402, -0.878, 3.720], [-3.622, -0.698, 1.482], [-2.954, -1.876, 1.588], [-3.509, -0.021, 0.231], [-2.802, -0.481, -0.709], [-4.254, 1.190, 0.155], [-4.254, 1.906, -0.998], [-4.993, 1.673, 1.213], [-5.674, 2.836, 1.079], [0.126, -1.049, 3.152], [0.768, -0.694, 1.797], [1.873, -1.726, 1.480], [1.410, 0.709, 1.857], [-0.230, -0.710, 0.833], [0.877, -1.205, 3.927], [-0.460, -1.965, 3.041], [-0.558, -0.254, 3.455], [2.831, -1.436, 1.913], [2.011, -1.795, 0.398], [1.622, -2.716, 1.866], [2.133, 0.775, 2.669], [0.640, 1.465, 2.013], [1.923, 0.920, 0.916]],
  "s_squared": 1.082,
  "charge": -2,
  "de_lowest_kcal_mol": 131.0,
  "homo_energy_ev": [-0.3, -0.3],
  "spin_multiplicity": 2
}